# 1
# C22H37BCl2N5PtS2Si2Te

C22H37BCl2N5PtS2Si2Te as an isolated structure at a distorted geometry (the ωB97M-V functional and the def2-TZVPD basis, the OMol25 dataset).

```
73
Properties=species:S:1:pos:R:3
Pt 1.38 0.49 0.13
C 0.83 -1.93 3.03
N 0.89 -0.66 3.74
C 0.05 -0.28 4.77
C 0.32 1.02 5.02
N 1.31 1.42 4.15
B 1.72 2.92 3.98
N 1.16 3.55 2.63
C 1.66 4.78 2.23
C 1.00 5.17 1.13
N 0.09 4.17 0.85
C -0.84 4.17 -0.27
C 0.19 3.18 1.77
S -0.77 1.76 1.75
C 1.64 0.38 3.37
S 2.83 0.31 2.12
H 0.19 -2.61 3.58
H 1.83 -2.35 2.93
H 0.43 -1.76 2.03
H -0.67 -0.95 5.20
H -0.12 1.70 5.72
H 1.20 3.51 4.92
H 2.92 3.05 3.95
H 2.47 5.25 2.77
H 1.10 6.05 0.51
H -0.43 4.79 -1.07
H -1.82 4.55 0.03
H -0.96 3.15 -0.63
Cl -0.76 1.07 -4.26
C 0.33 2.25 -3.54
C 0.46 3.45 -4.21
C 1.32 4.44 -3.75
C 2.06 4.17 -2.60
C 1.91 2.96 -1.96
Cl 2.90 2.67 -0.54
C 1.04 1.92 -2.36
N 0.98 0.71 -1.78
H -0.13 3.61 -5.11
H 1.42 5.39 -4.27
H 2.76 4.90 -2.20
C -4.51 -3.48 0.75
Si -3.55 -2.24 -0.26
C -4.26 -0.55 0.07
C -3.78 -2.65 -2.07
C -1.75 -2.30 0.14
Te -0.67 -0.70 -1.00
C 0.14 -2.17 -2.30
Si 1.52 -3.27 -1.72
C 1.11 -4.21 -0.17
C 3.11 -2.34 -1.50
C 1.77 -4.55 -3.06
H -5.57 -3.47 0.50
H -4.42 -3.26 1.82
H -4.13 -4.49 0.59
H -5.32 -0.52 -0.19
H -3.74 0.21 -0.51
H -4.16 -0.29 1.13
H -4.84 -2.67 -2.34
H -3.35 -3.63 -2.31
H -3.29 -1.90 -2.70
H -1.32 -3.27 -0.12
H -1.58 -2.13 1.21
H 0.51 -1.58 -3.15
H -0.73 -2.75 -2.63
H 0.81 -3.56 0.66
H 1.99 -4.77 0.14
H 0.30 -4.93 -0.35
H 2.91 -1.31 -1.19
H 3.66 -2.31 -2.45
H 3.75 -2.80 -0.75
H 0.87 -5.16 -3.20
H 2.59 -5.23 -2.78
H 2.03 -4.09 -4.02
```

Output
Multiplicity ... 1
Strongest force on any atom ... 0.0202 Eh/bohr
Lowest unoccupied orbital energy ... 2.289 eV
Charge ... -1

---

# 2
# C22H37BNO9P2

An isolated ion of composition C22H37BNO9P2 and charge +1 at a distorted geometry (the ωB97M-V functional and the def2-TZVPD basis, the OMol25 dataset).

```
72
Properties=species:S:1:pos:R:3
C -0.97 -2.87 1.97
C -0.96 -1.67 1.99
N -0.79 -0.30 1.78
C 0.40 0.34 1.98
C 1.58 -0.55 2.42
C 2.24 -1.08 1.08
C 2.91 -2.47 1.23
C 3.44 -2.89 -0.19
C 2.29 -3.36 -1.14
O 2.23 -4.77 -1.30
C 2.65 -5.18 -2.61
C 2.07 -6.62 -2.85
C 0.58 1.73 1.75
B 1.98 2.49 1.95
O 2.83 2.31 3.02
O 2.37 3.36 0.96
C 2.65 4.70 1.46
C -0.58 2.46 1.29
C -0.58 3.98 0.99
O -0.04 4.39 0.01
O -1.25 4.80 1.87
C -1.83 1.78 1.06
O -2.95 2.37 0.60
C -2.88 2.69 -0.83
C -2.28 1.56 -1.73
C -3.18 1.47 -3.03
C -0.83 1.90 -2.23
C -0.15 0.73 -3.03
C -0.80 3.18 -3.16
C -1.88 0.40 1.34
P -3.49 -0.50 1.07
P -4.35 -0.97 3.02
O -5.74 -0.51 3.14
O -3.48 -0.23 4.20
O -4.20 -2.58 3.26
H -1.05 -3.94 2.11
H 2.32 0.03 3.01
H 1.26 -1.38 3.08
H 2.89 -0.31 0.60
H 1.38 -1.21 0.38
H 2.19 -3.22 1.61
H 3.81 -2.36 1.88
H 4.29 -3.59 -0.14
H 3.85 -1.95 -0.65
H 2.40 -2.83 -2.12
H 1.30 -3.03 -0.75
H 3.76 -5.17 -2.64
H 2.26 -4.53 -3.42
H 2.92 -7.30 -3.06
H 1.40 -6.58 -3.74
H 1.45 -6.94 -1.99
H 2.38 2.00 3.82
H 3.72 4.89 1.26
H 2.07 5.46 0.89
H 2.42 4.79 2.54
H -0.65 5.13 2.55
H -2.21 3.57 -0.92
H -3.90 2.92 -1.19
H -2.34 0.54 -1.28
H -3.35 2.45 -3.50
H -2.74 0.72 -3.72
H -4.15 1.01 -2.70
H -0.16 2.14 -1.37
H 0.67 0.30 -2.40
H -0.83 -0.09 -3.31
H 0.36 1.09 -3.95
H 0.15 3.71 -2.96
H -1.63 3.89 -2.94
H -0.81 2.91 -4.23
H -4.42 0.38 0.46
H -3.83 -0.58 5.04
H -4.22 -3.04 2.41
```

Output
Multiplicity ... 1
Structure (SMILES) ... C#C[n+]1c(CCCCCOCC)c(B(O)OC)c(C(=O)O)c(OC[C@@H](C)C(C)C)c1PP(=O)(O)O
Strongest force on any atom ... 0.0503 Eh/bohr
Lowest unoccupied orbital energy ... -4.741 eV
Charge ... +1

---

# 3
# C22H37ClMgP2

C22H37ClMgP2 as an isolated structure at a distorted geometry (the ωB97M-V functional and the def2-TZVPD basis, the OMol25 dataset).

```
63
Properties=species:S:1:pos:R:3
P 2.16 3.65 -4.89
P 3.41 0.86 -5.43
C 3.54 3.58 -6.20
C 3.66 2.17 -6.78
H 4.48 3.90 -5.73
H 3.27 4.28 -7.00
H 2.91 1.99 -7.57
H 4.66 2.03 -7.19
C 5.22 0.66 -5.13
H 5.38 -0.25 -4.53
H 5.62 1.53 -4.58
H 5.73 0.57 -6.10
C 3.24 -0.50 -6.65
H 4.07 -0.46 -7.36
H 2.28 -0.39 -7.18
H 3.24 -1.46 -6.10
C 2.69 5.30 -4.28
H 1.91 5.68 -3.60
H 2.81 5.98 -5.14
H 3.64 5.21 -3.74
C 0.90 4.25 -6.10
H 0.59 3.44 -6.77
H 1.35 5.07 -6.69
H 0.03 4.63 -5.54
Mg -0.39 -0.45 0.25
C 0.90 -0.97 -2.06
C 2.04 -0.60 -1.44
C 2.73 0.71 -1.61
C 2.27 1.96 -0.78
C 0.84 2.32 -0.66
C -0.11 2.05 -1.56
C 0.12 1.43 -2.90
C 0.16 -0.13 -3.07
C -1.48 0.87 1.45
H 0.47 -1.96 -1.90
H 2.51 -1.31 -0.75
H 2.78 1.02 -2.67
H 3.78 0.56 -1.31
H 2.65 1.84 0.25
H 2.88 2.78 -1.22
H 0.56 2.74 0.31
H -1.15 2.27 -1.31
H 1.04 1.83 -3.37
H -0.71 1.74 -3.55
H -0.88 -0.52 -3.06
H 0.50 -0.27 -4.12
H -2.33 0.19 1.66
H -1.82 1.79 0.97
H -0.98 1.10 2.40
Cl -1.34 -4.16 0.53
C -1.32 -3.43 2.08
C -2.19 -3.88 3.06
C -2.27 -3.18 4.30
C -1.44 -2.07 4.52
C -0.52 -1.67 3.56
C -0.40 -2.38 2.34
C 0.59 -2.01 1.38
H -2.79 -4.77 2.90
H -2.95 -3.54 5.08
H -1.51 -1.52 5.47
H 0.14 -0.82 3.74
H 1.39 -1.37 1.73
H 0.90 -2.72 0.63
```

Output
Multiplicity ... 1
Strongest force on any atom ... 0.0319 Eh/bohr
Lowest unoccupied orbital energy ... 0.117 eV

---

# 4
# C22H37ClNPSr

C22H37ClNPSr as an isolated structure at a distorted geometry (the ωB97M-V functional and the def2-TZVPD basis, the OMol25 dataset).

```
63
Properties=species:S:1:pos:R:3
C 0.90 -2.04 0.86
C 0.96 -2.14 -0.54
C -0.39 -2.15 -1.06
H 1.88 -2.09 -1.15
C -1.29 -2.05 0.04
C -0.49 -1.95 1.23
H -0.85 -1.91 2.28
H 1.75 -1.97 1.58
H -0.68 -2.03 -2.12
H -2.38 -1.90 0.02
Sr -0.16 0.16 -0.34
Cl 0.85 1.53 1.71
C 0.11 2.92 -4.72
C -1.12 2.28 -5.06
C -0.81 1.05 -5.70
H -2.13 2.68 -4.86
C 0.61 0.93 -5.76
C 1.17 2.08 -5.15
H 2.25 2.30 -5.04
H 0.21 3.90 -4.21
H -1.54 0.32 -6.10
H 1.17 0.09 -6.21
C 1.63 2.86 3.50
C 1.80 1.29 3.68
C 2.94 0.56 2.87
C 1.93 1.18 5.13
P -0.21 0.27 3.52
N -1.14 -0.01 2.06
C 0.43 -1.48 4.65
C 0.27 -1.18 6.18
C -0.36 -2.76 4.39
C 1.86 -1.95 4.41
C -2.23 -0.12 3.53
C -2.31 -0.28 5.06
C -2.79 1.24 3.29
C -2.99 -1.31 2.92
H 2.61 3.18 3.79
H 0.86 3.26 4.15
H 1.48 3.33 2.53
H 3.11 0.90 1.84
H 3.80 0.92 3.42
H 2.99 -0.54 2.80
H 1.12 1.66 5.67
H 2.19 0.22 5.55
H 2.83 1.75 5.25
H -0.73 -1.35 6.60
H 0.88 -1.94 6.69
H 0.57 -0.21 6.58
H -0.15 -3.26 3.44
H 0.01 -3.48 5.14
H -1.45 -2.78 4.57
H 2.02 -2.39 3.40
H 2.72 -1.32 4.65
H 2.01 -2.80 5.08
H -1.78 0.45 5.67
H -3.37 -0.05 5.21
H -2.27 -1.29 5.46
H -2.75 1.60 2.27
H -3.83 1.09 3.52
H -2.39 2.03 3.93
H -3.18 -1.14 1.87
H -2.70 -2.35 3.08
H -3.95 -1.18 3.41
```

Output
Multiplicity ... 1
Strongest force on any atom ... 0.1787 Eh/bohr
Lowest unoccupied orbital energy (alpha / beta) ... 4.572 / 4.572 eV
Charge ... -2

---

# 5
# C22H37ClP2Re

C22H37ClP2Re as an isolated structure at a distorted geometry (the ωB97M-V functional and the def2-TZVPD basis, the OMol25 dataset).

```
63
Properties=species:S:1:pos:R:3
P -1.46 0.93 1.71
P -2.76 -0.30 -1.73
C -2.86 1.25 0.56
C -3.60 0.10 -0.16
H -2.41 1.94 -0.18
H -3.58 1.83 1.16
H -3.62 -0.86 0.36
H -4.69 0.35 -0.27
C -2.79 1.23 -2.64
H -2.02 1.23 -3.42
H -2.66 2.11 -2.02
H -3.78 1.32 -3.10
C -4.05 -1.33 -2.51
H -4.99 -0.77 -2.59
H -4.24 -2.27 -1.97
H -3.68 -1.59 -3.51
C -0.50 2.41 2.06
H 0.53 2.16 2.36
H -1.00 2.93 2.90
H -0.46 3.07 1.19
C -2.45 0.85 3.30
H -3.25 0.08 3.31
H -2.93 1.84 3.43
H -1.78 0.69 4.15
Re 2.35 1.46 -0.54
C -0.73 -2.90 -1.46
C -1.36 -1.63 -1.68
C -0.54 -0.56 -0.82
C -0.26 -0.99 0.62
C -1.52 -1.21 1.60
C -2.30 -2.30 1.09
C -1.52 -3.53 0.99
C -0.49 -3.68 -0.22
C 2.53 0.55 1.28
H -0.69 -3.48 -2.42
H -1.26 -1.37 -2.78
H -0.89 0.52 -0.82
H 0.40 -0.43 -1.39
H 0.43 -1.83 0.67
H 0.39 -0.16 1.01
H -1.08 -1.53 2.58
H -3.40 -2.35 1.14
H -2.23 -4.39 1.00
H -0.94 -3.52 1.94
H 0.59 -3.71 0.07
H -0.70 -4.73 -0.48
H 2.19 -0.49 1.24
H 1.86 1.09 1.99
H 3.54 0.47 1.74
Cl 2.21 0.38 -2.65
C 4.24 1.23 -1.23
C 5.19 0.32 -1.69
C 6.41 0.25 -1.03
C 6.64 1.09 0.05
C 5.78 2.14 0.37
C 4.51 2.25 -0.29
C 3.38 3.22 -0.14
H 4.84 -0.33 -2.49
H 7.14 -0.51 -1.28
H 7.55 0.94 0.63
H 6.12 2.81 1.16
H 3.38 3.74 0.83
H 3.29 3.97 -0.96
```

Output
Multiplicity ... 4
Strongest force on any atom ... 0.1492 Eh/bohr
<S²> ... 3.9330
Lowest unoccupied orbital energy (alpha / beta) ... -7.566 / -7.556 eV
Charge ... +2

---

# 6
# C22H37ClP2Ti

C22H37ClP2Ti as an isolated structure at a distorted geometry (the ωB97M-V functional and the def2-TZVPD basis, the OMol25 dataset).

```
63
Properties=species:S:1:pos:R:3
P -0.28 -1.69 -4.95
P 0.37 2.30 -5.04
C -0.25 -0.36 -6.19
C 0.71 0.85 -6.12
H -1.28 -0.02 -6.39
H 0.03 -0.93 -7.09
H 1.74 0.52 -5.96
H 0.70 1.30 -7.13
C -0.84 3.28 -5.96
H -1.14 4.16 -5.37
H -1.74 2.68 -6.18
H -0.40 3.62 -6.91
C 1.89 3.25 -4.99
H 1.91 3.90 -5.89
H 2.76 2.58 -5.01
H 1.92 3.88 -4.09
C -1.69 -2.67 -5.59
H -1.92 -3.50 -4.91
H -1.41 -3.07 -6.58
H -2.58 -2.05 -5.72
C 1.11 -2.82 -5.30
H 2.07 -2.29 -5.21
H 1.03 -3.25 -6.30
H 1.11 -3.64 -4.56
Ti 1.44 0.73 0.50
C -0.44 2.16 -3.44
C -1.86 1.84 -3.36
C -2.43 0.59 -3.77
C -2.24 -0.61 -2.79
C -1.13 -1.54 -3.14
C 0.28 -1.26 -3.30
C 1.11 0.03 -3.07
C 0.45 1.26 -2.46
C 2.56 -0.89 0.91
H -0.35 3.21 -3.06
H -2.51 2.62 -2.96
H -2.05 0.30 -4.77
H -3.52 0.76 -3.90
H -2.11 -0.24 -1.76
H -3.18 -1.18 -2.80
H -1.35 -2.57 -2.82
H 0.91 -2.08 -2.97
H 1.62 0.28 -4.02
H 1.96 -0.24 -2.41
H -0.19 0.96 -1.62
H 1.25 1.91 -2.06
H 3.62 -0.60 0.91
H 2.38 -1.69 0.17
H 2.27 -1.26 1.91
Cl 2.63 2.56 0.13
C 0.62 1.18 2.28
C 0.86 1.58 3.58
C 0.01 1.10 4.59
C -1.02 0.19 4.30
C -1.28 -0.20 2.98
C -0.47 0.31 1.96
C -0.63 0.08 0.51
H 1.68 2.26 3.79
H 0.14 1.42 5.63
H -1.66 -0.17 5.10
H -2.09 -0.89 2.73
H -0.87 -0.93 0.17
H -1.30 0.80 0.01
```

Output
Multiplicity ... 3
Strongest force on any atom ... 0.0899 Eh/bohr
<S²> ... 2.0093
Lowest unoccupied orbital energy (alpha / beta) ... -0.574 / -0.785 eV

---

# 7
# C22H37CoO3Si

C22H37CoO3Si as an isolated structure at a distorted geometry (the ωB97M-V functional and the def2-TZVPD basis, the OMol25 dataset).

```
64
Properties=species:S:1:pos:R:3
O -0.97 -1.08 -3.71
C 0.44 -0.70 -4.10
C -0.06 0.53 -4.91
H 0.89 -1.55 -4.62
H 1.04 -0.40 -3.21
C -1.39 0.24 -4.17
H -0.20 0.42 -5.99
H 0.35 1.52 -4.62
C -2.64 0.19 -5.02
H -2.60 -0.69 -5.67
H -2.73 1.10 -5.66
H -3.54 0.16 -4.39
C -1.36 1.33 -3.12
H -0.35 1.39 -2.62
H -2.14 1.23 -2.37
H -1.47 2.30 -3.63
Co 0.48 1.40 0.37
C 1.90 2.41 1.28
C 2.25 1.02 1.14
C 2.19 0.70 -0.27
H 2.50 0.33 1.93
C 1.81 1.87 -0.98
C 1.64 2.94 -0.02
H 1.38 3.95 -0.28
H 1.87 2.96 2.21
H 2.42 -0.27 -0.72
H 1.75 1.97 -2.06
C -1.21 -0.60 1.94
C -1.12 0.81 1.33
C -1.42 0.65 -0.06
H -1.50 1.64 1.94
C -1.36 -0.78 -0.39
C -1.16 -1.50 0.74
H -1.05 -2.57 0.87
H -2.21 -0.66 2.41
H -2.02 1.41 -0.56
H -1.50 -1.19 -1.39
O 0.96 -0.85 -6.80
C 0.34 -0.19 -7.90
C 0.65 -0.96 -9.19
H 0.70 0.85 -7.94
H -0.76 -0.15 -7.74
C 1.59 -2.11 -8.76
H 1.13 -0.32 -9.94
H -0.28 -1.37 -9.58
C 1.55 -2.10 -7.21
H 2.61 -1.88 -9.06
H 1.25 -3.07 -9.16
H 2.56 -2.18 -6.76
H 0.94 -2.93 -6.81
C 1.50 0.48 4.66
Si -0.11 -0.43 4.50
C -0.15 -2.02 5.47
C -1.59 0.58 5.00
O -0.18 -0.88 2.89
H 1.60 0.93 5.65
H 1.61 1.29 3.92
H 2.33 -0.21 4.52
H -0.03 -1.82 6.54
H -1.10 -2.56 5.33
H 0.66 -2.68 5.15
H -1.51 1.63 4.71
H -2.54 0.19 4.63
H -1.61 0.54 6.10
```

Output
Multiplicity ... 4
Strongest force on any atom ... 0.0620 Eh/bohr
<S²> ... 3.7840
Lowest unoccupied orbital energy (alpha / beta) ... 2.364 / 2.363 eV
Charge ... -1